Entry 1:
Formula: C52H54IN10O5P
Source: the Open Molecules 2025 dataset
Level of theory: ωB97M-V with the def2-TZVPD basis set

Structure (XYZ):
```
123
C52H54IN10O5P | the Open Molecules 2025 dataset | ωB97M-V with the def2-TZVPD basis set
I 2.835 -2.573 -4.629
P 3.562 0.799 -3.460
O 2.478 2.233 -1.197
O 5.731 3.086 2.850
O 0.818 -0.871 1.828
O 0.912 -0.010 5.072
O 4.589 0.044 -4.519
N -6.966 -0.093 -5.168
N 2.075 6.220 1.935
N -3.255 -1.369 3.369
N -8.091 -1.298 5.218
N -0.558 -5.531 -3.816
N 5.314 -2.631 -0.357
N 7.135 4.433 -3.514
N 2.882 -0.645 3.954
N -1.984 -1.566 -1.668
N -2.871 2.984 6.555
C -6.209 0.978 -4.778
C -0.286 -6.792 -4.272
C 5.628 -1.648 0.525
C 4.273 2.231 1.171
C -9.426 -1.360 4.928
C 2.084 -2.722 -1.767
C -3.075 1.769 4.718
C -2.153 -1.090 -3.824
C -5.900 1.703 -5.896
C 1.868 -0.317 4.545
C -3.314 -1.626 -1.972
C 2.562 -1.815 -2.694
C 2.768 1.247 -0.560
C 2.093 1.264 -4.434
C -6.493 1.040 -7.007
C 6.060 3.586 -3.473
C -0.663 -7.681 -3.301
C 2.835 -0.498 -2.363
C -9.579 -1.078 3.597
C -1.831 -2.266 1.938
C 4.760 2.193 2.430
C -3.987 -2.224 2.587
C -3.127 -2.795 1.686
C 1.550 4.586 3.332
C 3.315 1.297 0.812
C 0.708 6.209 2.025
C -1.692 2.303 6.408
C -8.284 -0.834 3.063
C -3.720 2.662 5.532
C -1.946 -1.388 2.981
C 4.309 1.260 3.352
C 7.089 5.291 -2.450
C -1.784 1.541 5.275
C 5.967 4.993 -1.724
C 7.010 -3.363 0.858
C 6.671 -2.048 1.311
C 0.351 5.205 2.885
C -1.182 -6.923 -2.215
C 6.154 -3.697 -0.166
C 5.313 3.908 -2.374
C -7.389 -0.976 4.089
C -1.268 -1.235 -2.787
C -1.103 -5.601 -2.564
C 2.560 -0.123 -1.071
C 3.339 0.347 2.999
C 2.833 0.359 1.712
C -7.142 -0.064 -6.525
C 2.594 5.232 2.726
C -3.453 -1.339 -3.305
C 2.067 -1.040 -0.165
C 1.815 -0.565 1.215
C 1.831 -2.333 -0.502
H -10.514 -1.049 3.064
H -3.079 3.623 7.298
H -3.620 -0.804 4.115
H 1.403 1.706 -3.731
H -1.900 -0.831 -4.839
H 5.070 -0.725 0.521
H 2.358 1.963 -5.212
H 4.734 1.246 4.336
H -7.688 -1.465 6.121
H 0.150 -6.949 -5.243
H 7.129 -1.487 2.107
H 3.659 5.074 2.785
H 7.853 6.035 -2.303
H 4.403 3.423 -2.071
H 7.789 -3.996 1.248
H -5.046 -2.349 2.736
H -4.041 -1.868 -1.216
H 6.075 -4.587 -0.764
H 5.921 2.831 -4.227
H -8.039 -0.583 2.045
H -1.571 -7.306 -1.287
H -0.577 -8.752 -3.361
H 7.849 4.426 -4.217
H -4.381 -1.308 -3.850
H -5.956 1.129 -3.743
H 4.561 -2.536 -1.019
H 5.649 5.495 -0.825
H 1.632 3.760 4.019
H -3.395 -3.512 0.927
H -3.478 1.329 3.821
H -10.149 -1.598 5.688
H 1.441 -3.003 0.239
H -6.447 1.341 -8.040
H -1.590 -1.737 -0.759
H 2.612 6.853 1.374
H -0.197 -1.131 -2.749
H 4.625 2.957 0.460
H -7.710 -0.827 -7.028
H -1.209 -0.779 3.473
H -7.337 -0.792 -4.553
H -0.924 -2.498 1.410
H 1.605 0.381 -4.834
H -0.891 2.422 7.117
H 0.111 6.911 1.470
H 6.593 2.713 2.643
H 4.383 0.349 -5.410
H -1.386 -4.712 -2.037
H -0.388 -4.682 -4.324
H -4.704 3.095 5.470
H 1.906 -3.739 -2.063
H -5.313 2.605 -5.918
H -0.655 4.940 3.166
H -6.319 -0.875 4.113
H -1.014 0.895 4.889
```

* 2S+1: 1
* SMILES: CP(O)c1c(I)ccc2c1C(=O)c1cc(O)cc(N=C=O)c1C2=O.c1cc[nH]c1.c1cc[nH]c1.c1cc[nH]c1.c1cc[nH]c1.c1cc[nH]c1.c1cc[nH]c1.c1cc[nH]c1.c1cc[nH]c1.c1cc[nH]c1
* gap between HOMO and LUMO: 7.1 eV
* net charge: 0
* E_LUMO: -0.0394 Eh
* HOMO energy: -8.143 eV



Entry 2:
Formula: C8H10O2
Source: the Open Molecules 2025 dataset
Level of theory: ωB97M-V with the def2-TZVPD basis set

Structure (XYZ):
```
20
C8H10O2 | the Open Molecules 2025 dataset | ωB97M-V with the def2-TZVPD basis set
O 2.233 -1.510 1.110
O -1.415 1.205 2.284
C 1.361 -2.024 -1.380
C -0.297 -0.036 -1.133
C -0.914 0.890 -0.279
C 0.843 -1.022 0.769
C 0.279 -0.110 1.676
C -0.725 0.645 1.195
C 0.519 -1.200 -0.559
C -1.918 1.848 -0.801
H 2.466 -1.075 1.977
H -0.392 0.132 -2.208
H 2.515 -2.067 -0.709
H -2.750 1.417 -0.189
H -1.562 2.929 -0.488
H -2.265 2.064 -1.880
H 0.963 -3.220 -1.516
H 1.639 -1.232 -2.552
H -1.651 2.363 2.023
H 1.071 0.001 2.660
```

* 2S+1: 1
* gap between HOMO and LUMO: 8.5 eV
* net charge: 0
* energy above the lowest of the compared OMol25 structures with the same formula, charge and spin: 160.7 kcal per mole
* E_LUMO: 0.0146 Eh
* HOMO energy: -8.101 eV



Entry 3:
Formula: C5H10O2
Source: the Open Molecules 2025 dataset
Level of theory: ωB97M-V with the def2-TZVPD basis set

Structure (XYZ):
```
17
C5H10O2 | the Open Molecules 2025 dataset | ωB97M-V with the def2-TZVPD basis set
O -1.706 -1.367 -0.521
O 1.715 1.327 -0.404
C 0.142 -0.183 0.782
C -0.721 0.856 -0.915
C 1.068 -1.297 0.311
C -1.247 -0.182 0.080
C 0.406 1.174 0.091
H 1.901 2.264 -0.511
H -0.300 0.346 -1.787
H 1.993 -1.300 0.896
H 0.113 -0.152 1.878
H 1.345 -1.177 -0.740
H -2.017 0.247 0.738
H 0.133 2.013 0.747
H -1.392 1.656 -1.244
H -2.016 -1.956 0.179
H 0.583 -2.272 0.420
```

* 2S+1: 1
* SMILES: C[C@@H]1[C@H](O)C[C@@H]1O
* gap between HOMO and LUMO: 10.7 eV
* net charge: 0
* energy above the lowest of the compared OMol25 structures with the same formula, charge and spin: 42.3 kcal per mole
* E_LUMO: 0.0298 Eh
* HOMO energy: -9.906 eV



Entry 4:
Formula: C6H9NO
Source: the Open Molecules 2025 dataset
Level of theory: ωB97M-V with the def2-TZVPD basis set

Structure (XYZ):
```
17
C6H9NO | the Open Molecules 2025 dataset | ωB97M-V with the def2-TZVPD basis set
O -1.551 -1.059 0.407
N 1.306 0.493 0.396
C -0.061 0.636 0.920
C -0.723 0.991 -1.414
C -0.818 -0.091 -0.236
C 0.887 0.971 -1.059
C -0.449 -1.699 1.013
C 0.659 -0.524 1.344
H 1.435 0.402 -1.828
H -0.086 -2.495 0.262
H -0.106 -0.734 -0.878
H -0.762 0.389 -2.319
H -1.108 1.993 -1.349
H 1.431 -0.672 2.044
H -0.406 1.428 1.609
H 1.124 2.091 -0.870
H -0.772 -2.120 1.959
```

* 2S+1: 1
* SMILES: C1CN2[C@H]3[C@H]1OC[C@H]32
* gap between HOMO and LUMO: 10.0 eV
* net charge: 0
* energy above the lowest of the compared OMol25 structures with the same formula, charge and spin: 161.7 kcal per mole
* E_LUMO: 0.0386 Eh
* HOMO energy: -8.939 eV



Entry 5:
Formula: C9H36N18O9
Source: the Open Molecules 2025 dataset
Level of theory: ωB97M-V with the def2-TZVPD basis set

Structure (XYZ):
```
72
C9H36N18O9 | the Open Molecules 2025 dataset | ωB97M-V with the def2-TZVPD basis set
O -12.146 -20.329 8.613
O -18.827 -17.115 6.425
O -15.262 -22.867 6.182
O -18.599 -23.545 5.864
O -18.578 -21.041 9.500
O -15.981 -25.425 8.756
O -12.775 -27.665 4.786
O -15.062 -24.223 1.861
O -10.564 -25.182 9.969
N -20.012 -18.898 7.058
N -10.901 -21.194 10.150
N -9.922 -20.046 8.642
N -13.243 -26.858 6.880
N -17.400 -23.808 8.622
N -17.222 -24.814 10.540
N -17.717 -21.506 5.671
N -20.408 -22.338 9.221
N -13.448 -22.409 7.273
N -17.940 -19.035 7.156
N -10.555 -23.978 8.084
N -16.881 -23.172 1.174
N -16.489 -23.006 3.181
N -15.289 -21.633 8.085
N -20.461 -20.799 10.600
N -10.030 -26.092 8.123
N -19.834 -21.779 5.753
N -13.975 -25.829 5.236
C -18.941 -18.241 6.857
C -19.689 -21.337 9.757
C -11.059 -20.453 9.107
C -16.821 -24.757 9.275
C -16.013 -23.493 2.035
C -14.733 -22.356 7.125
C -13.239 -26.851 5.583
C -18.703 -22.367 5.728
C -10.341 -25.068 8.785
H -14.416 -25.215 5.907
H -9.857 -26.030 7.130
H -17.616 -22.564 1.505
H -16.260 -21.396 7.939
H -21.234 -22.440 9.794
H -21.425 -20.614 10.362
H -16.841 -23.503 0.220
H -11.700 -21.359 10.745
H -18.194 -19.646 7.919
H -12.912 -27.683 7.359
H -17.911 -20.537 5.879
H -19.895 -20.857 5.345
H -20.889 -18.531 6.717
H -17.277 -22.374 3.189
H -17.885 -23.137 9.201
H -11.136 -23.221 8.415
H -19.986 -20.021 11.035
H -10.285 -23.993 7.111
H -13.025 -21.832 7.986
H -17.373 -23.654 7.625
H -16.228 -23.476 4.036
H -20.026 -23.061 8.629
H -9.962 -26.972 8.613
H -16.807 -25.461 11.196
H -14.089 -25.590 4.262
H -9.976 -19.623 7.726
H -16.961 -22.046 6.068
H -13.070 -22.659 6.371
H -14.728 -21.290 8.852
H -19.860 -19.882 7.228
H -20.633 -22.394 5.817
H -13.950 -26.283 7.317
H -18.036 -24.280 10.808
H -9.063 -20.188 9.154
H -9.967 -21.203 10.533
H -17.031 -18.654 6.934
```

* 2S+1: 1
* SMILES: NC(N)=O.NC(N)=O.NC(N)=O.NC(N)=O.NC(N)=O.NC(N)=O.NC(N)=O.NC(N)=O.NC(N)=O
* gap between HOMO and LUMO: 8.5 eV
* net charge: 0
* energy above the lowest of the compared OMol25 structures with the same formula, charge and spin: 152.8 kcal per mole
* E_LUMO: -0.0044 Eh
* HOMO energy: -8.615 eV



Entry 6:
Formula: C4H10N3S
Source: the Open Molecules 2025 dataset
Level of theory: ωB97M-V with the def2-TZVPD basis set

Structure (XYZ):
```
18
C4H10N3S | the Open Molecules 2025 dataset | ωB97M-V with the def2-TZVPD basis set
S 1.770 -0.396 -0.597
N -2.287 -0.480 0.025
N -0.805 1.185 0.057
N 0.700 -1.092 0.259
C -1.077 -0.043 0.078
C 1.763 1.196 0.343
C 0.471 1.840 -0.106
C 0.460 -2.454 -0.053
H -2.724 -1.286 0.317
H -3.021 0.208 -0.268
H 2.561 1.828 -0.212
H 0.374 -2.982 0.848
H 1.291 -2.949 -0.624
H -0.470 -2.604 -0.694
H 0.524 2.861 0.394
H -1.633 1.944 0.004
H 1.542 1.162 1.412
H 0.559 2.064 -1.183
```

* 2S+1: 1
* gap between HOMO and LUMO (spin up / spin down): 7.6 / 7.6 eV
* net charge: +1
* energy above the lowest of the compared OMol25 structures with the same formula, charge and spin: 99.4 kcal per mole
* E_LUMO (spin up / spin down): -0.1697 / -0.1697 Eh
* HOMO energy (spin up / spin down): -12.197 / -12.196 eV



Entry 7:
Formula: C41H38InN6O5PS2
Source: the Open Molecules 2025 dataset
Level of theory: ωB97M-V with the def2-TZVPD basis set

Structure (XYZ):
```
94
C41H38InN6O5PS2 | the Open Molecules 2025 dataset | ωB97M-V with the def2-TZVPD basis set
In -1.566 0.265 -0.508
S -0.892 0.474 2.254
S -3.630 0.552 -2.085
P 1.887 -1.081 0.662
O -2.256 0.287 1.701
O -0.858 1.258 3.460
O -0.707 -1.565 0.242
O 1.782 -0.346 -0.632
O -0.010 0.965 1.171
N -5.437 -1.354 -1.568
N -0.462 -0.802 -2.463
N 0.489 3.751 0.076
N -2.452 2.626 -0.165
N -0.429 2.136 -2.124
N -3.323 -1.460 -0.499
C 1.029 -2.506 -3.200
C 4.887 -4.511 -0.182
C 0.271 -3.312 1.360
C 0.002 -2.049 -2.392
C 0.089 0.042 -3.334
C 2.801 -0.173 1.950
C 3.051 -2.488 0.402
C -3.665 -2.598 0.092
C 3.418 1.003 1.540
C -3.099 4.668 -1.185
C 1.374 3.444 -0.857
C -1.419 -3.282 3.128
C 4.488 1.213 3.683
C -4.899 -3.174 -0.124
C -5.780 -2.492 -0.967
C -0.263 -1.179 2.610
C 4.265 1.689 2.399
C -2.309 3.528 -1.125
C 4.318 -4.428 1.083
C 3.010 4.886 0.126
C -4.171 3.961 0.818
C 3.628 -2.579 -0.862
C 3.040 -0.653 3.237
C 2.649 4.009 -0.881
C -0.527 -3.975 2.197
C 1.006 2.458 -1.942
C -4.206 -0.884 -1.331
C 1.616 -1.625 -4.091
C 3.869 0.044 4.102
C 3.410 -3.422 1.374
C 4.543 -3.584 -1.154
C 1.137 -0.327 -4.161
C -1.265 3.345 -2.210
C -4.045 4.890 -0.201
C 2.098 5.162 1.135
C 0.849 4.572 1.060
C -7.162 -3.011 -1.232
C -0.545 1.396 -3.390
C -1.328 -1.969 3.310
C 0.203 -1.794 1.253
C -3.360 2.841 0.794
H 4.037 -0.330 5.104
H 1.565 0.397 -4.843
H -5.178 -4.109 0.343
H 3.344 3.767 -1.677
H -2.914 -3.028 0.747
H 0.571 -1.002 3.292
H 2.354 5.821 1.955
H -7.113 -3.989 -1.716
H -1.805 3.353 -3.161
H -1.978 -1.429 3.989
H 1.536 1.523 -1.732
H 0.865 -3.832 0.623
H 4.579 -5.154 1.844
H -7.691 -2.320 -1.882
H 0.095 4.760 1.819
H -0.471 -2.685 -1.659
H -0.120 1.977 -4.218
H 4.987 -3.641 -2.141
H 1.375 -3.527 -3.116
H 4.756 2.593 2.063
H 5.598 -5.297 -0.406
H 5.144 1.751 4.356
H -7.715 -3.129 -0.299
H 3.990 5.345 0.123
H -3.431 2.081 1.556
H -0.555 -5.059 2.175
H -0.627 4.229 -2.202
H 2.436 -1.937 -4.726
H -2.166 -3.864 3.655
H -4.668 5.775 -0.229
H 3.341 -1.848 -1.608
H -4.894 4.092 1.612
H 2.597 -1.580 3.580
H -2.967 5.372 -1.998
H -1.603 1.230 -3.589
H 2.967 -3.380 2.361
H 1.392 2.864 -2.888
H 3.220 1.367 0.540
```

* 2S+1: 1
* gap between HOMO and LUMO: 8.3 eV
* net charge: 0
* energy above the lowest of the compared OMol25 structures with the same formula, charge and spin: 52.2 kcal per mole
* E_LUMO: 0.0195 Eh
* HOMO energy: -7.783 eV



Entry 8:
Formula: C18H41F3N4PS
Source: the Open Molecules 2025 dataset
Level of theory: ωB97M-V with the def2-TZVPD basis set

Structure (XYZ):
```
68
C18H41F3N4PS | the Open Molecules 2025 dataset | ωB97M-V with the def2-TZVPD basis set
S 4.200 0.813 -0.928
P 5.050 -0.405 -2.138
F 4.240 -1.334 4.688
F 2.803 -1.187 3.073
F 4.553 0.092 3.083
N 3.127 -2.468 -0.026
N 5.461 -2.529 0.153
N 4.541 -2.064 -1.917
N 1.903 -0.757 -3.603
C 4.872 -2.223 2.613
C -4.240 2.325 0.315
C -3.298 -1.918 -0.395
C -3.176 2.543 -1.996
C -0.642 -1.734 1.246
C -0.753 -1.762 -0.281
C -3.103 2.916 -0.517
C 2.164 -1.731 -2.847
C 0.332 0.607 1.410
C -5.641 2.792 -0.084
C 4.361 -2.346 -0.593
C -5.850 4.305 -0.040
C 3.450 -2.540 -2.828
C -0.765 -0.345 1.871
C 4.115 -1.145 3.360
C -5.677 4.902 1.354
C 5.639 -1.701 1.408
C -2.044 -1.169 -0.837
H -6.367 2.315 0.581
H 2.592 -1.625 0.132
H -2.126 -0.117 -0.554
H -2.154 2.552 -0.110
H 3.866 -2.554 -3.830
H 6.440 -0.460 -1.956
H 0.096 -1.222 -0.720
H -3.258 -2.965 -0.704
H -0.715 -0.450 2.957
H -2.325 2.956 -2.538
H 4.138 -2.949 2.295
H -3.427 -1.889 0.688
H 0.242 1.577 1.897
H -1.743 0.091 1.654
H -3.159 1.458 -2.118
H 5.420 -0.670 1.168
H -5.866 5.976 1.339
H 6.694 -1.755 1.638
H -4.065 2.557 1.370
H -3.080 4.003 -0.413
H -5.171 4.802 -0.739
H -6.861 4.523 -0.392
H -5.874 2.432 -1.089
H -4.206 1.232 0.239
H 2.683 -0.583 -4.242
H -1.400 -2.390 1.681
H 3.218 -3.570 -2.593
H -4.081 2.923 -2.470
H 0.287 0.776 0.331
H 1.402 -2.035 -2.141
H -4.187 -1.472 -0.841
H 5.536 -2.733 3.295
H 4.888 -0.159 -3.507
H 1.317 0.201 1.653
H -0.661 -2.801 -0.620
H -4.665 4.755 1.735
H -1.992 -1.187 -1.928
H -6.374 4.449 2.061
H 0.326 -2.167 1.533
H 6.258 -2.396 -0.467
H 2.733 -3.366 0.182
```

* 2S+1: 1
* gap between HOMO and LUMO: 7.4 eV
* net charge: +1
* E_LUMO: -0.1788 Eh
* HOMO energy: -12.297 eV



M per entry: 1056.947, 138.166, 102.133, 111.144, 540.504, 132.212, 904.718, 433.589 g mol⁻¹
Maximum force per entry: 0.0506, 0.1317, 0.0057, 0.0709, 0.1592, 0.1007, 0.0176, 0.0404 Eh/bohr
E_tot per entry: -97325.632, -12546.691, -9441.207, -9898.591, -55170.507, -19605.041, -98447.654, -53561.503 eV